Density functional theory data (wB97M-V/def2-TZVPD) for a cluster of 2 separate species, C3H5NO in total.

The calculation puts the HOMO energy at -9.231 eV. The frontier orbital gap comes out at 9.780 eV. As for the LUMO energy: 0.5 eV. The value obtained for the energy above the lowest of the compared OMol25 structures with the same formula, charge and spin is 62.5 kcal/mol.

Geometry (Å):
H 1.438 -0.711 -1.634
C 1.008 -1.204 -0.773
H 0.395 -2.084 -0.910
O -1.111 0.327 -0.957
H -0.841 2.034 0.091
H -1.924 0.699 0.855
N 1.034 -0.033 1.469
H 0.208 0.587 1.449
C -1.291 1.026 0.009
C 1.084 -0.642 0.402

=====

Density functional theory data (wB97M-V/def2-TZVPD) for a cluster of 2 separate species, C4H8N2O in total.

The calculation puts the HOMO energy at -7.953 eV. The frontier orbital gap comes out at 8.908 eV. As for the LUMO energy: 1.0 eV. The value obtained for the energy above the lowest of the compared OMol25 structures with the same formula, charge and spin is 100.9 kcal/mol.

Geometry (Å):
H -1.333 0.649 -2.507
H 1.679 0.689 -1.959
H -1.248 0.977 -0.692
H 1.058 0.860 0.162
N -1.274 0.467 1.832
C 0.046 -1.358 0.928
H -0.799 -2.035 0.896
C -0.095 -0.089 1.324
C 0.679 0.409 -1.661
H 0.995 -1.723 0.563
C -0.757 0.592 -1.588
H -1.107 1.312 2.362
N 0.061 -0.673 -1.469
H -1.840 -0.200 2.341
O 0.872 0.851 1.125

=====

Density functional theory data (wB97M-V/def2-TZVPD) for the ion CH3O4S2 with charge -1.

The calculation puts the HOMO energy at -4.889 eV. The frontier orbital gap comes out at 8.361 eV. Its charge is -1. As for the LUMO energy: 3.5 eV. The value obtained for the energy above the lowest of the compared OMol25 structures with the same formula, charge and spin is 23.8 kcal/mol.

Geometry (Å):
O -1.118 2.361 0.878
S -0.935 1.683 -0.421
O 1.405 1.314 -2.143
O 1.950 1.840 0.109
C -0.288 0.041 0.078
O 1.049 3.580 -1.417
H 0.755 0.414 0.167
S 1.119 2.194 -1.024
H -0.790 -0.227 1.030
H -0.349 -0.649 -0.805